The following is a DFT calculation (ωB97M-V with the def2-TZVPD basis set) of a structure of composition C46H70Ge2NO6SiTi.

Geometry (Å):
Ti: 0.7340 -0.4670 -0.4208
C: -1.8435 -7.3926 -0.0791
C: -1.1164 -6.0617 -0.2143
C: -1.7880 -5.1526 -1.2361
C: -1.0088 -3.8609 -1.5575
Ge: -0.8041 -2.8272 0.0642
C: -2.3338 -1.8107 0.7124
C: -2.9611 -2.6735 1.8213
C: -4.2540 -2.0582 2.3566
C: -4.9173 -2.9386 3.4032
H: -1.3632 -8.0340 0.6585
H: -1.8561 -7.9286 -1.0293
H: -2.8795 -7.2449 0.2317
H: -0.0745 -6.2287 -0.5060
H: -1.0757 -5.5765 0.7705
H: -2.8048 -4.9059 -0.9107
H: -1.9123 -5.6984 -2.1754
H: -1.5597 -3.2716 -2.2912
H: -0.0217 -4.0812 -1.9652
H: 0.1102 -3.3678 1.1587
H: -3.0200 -1.6859 -0.1292
H: -2.0960 -0.8227 1.1026
H: -2.2476 -2.7856 2.6450
H: -3.1691 -3.6882 1.4567
H: -4.9354 -1.8760 1.5204
H: -4.0151 -1.0768 2.7804
H: -5.2075 -3.9027 2.9820
H: -5.8153 -2.4672 3.8001
H: -4.2452 -3.1286 4.2424
C: 4.4685 1.9231 -0.1002
C: 4.3233 0.4269 0.1036
C: 5.5638 -0.3178 -0.3538
C: 3.9795 0.0961 1.5396
O: 3.1673 0.0234 -0.7515
Si: 2.8882 -1.0735 -1.9406
O: 1.5597 -1.8620 -1.1953
O: 4.0688 -2.0114 -2.3971
C: 4.2724 -3.2763 -3.1096
C: 5.2974 -4.0456 -2.2981
C: 2.9501 -4.0178 -3.1946
C: 4.7981 -2.9154 -4.4866
O: 2.0034 -0.2719 -3.0588
C: 2.3809 0.8734 -3.8937
C: 3.8765 0.8523 -4.1601
C: 1.9535 2.1235 -3.1396
C: 1.6012 0.7116 -5.1867
H: 5.2058 2.3217 0.5976
H: 3.5222 2.4269 0.0962
H: 4.8001 2.1535 -1.1124
H: 6.4215 0.0677 0.1989
H: 5.7586 -0.1625 -1.4154
H: 5.4887 -1.3877 -0.1572
H: 4.8558 0.2919 2.1591
H: 3.7103 -0.9533 1.6561
H: 3.1702 0.7269 1.9115
H: 4.9211 -4.2497 -1.2947
H: 6.2238 -3.4767 -2.2199
H: 5.5201 -4.9973 -2.7816
H: 2.5694 -4.2486 -2.1980
H: 3.0905 -4.9571 -3.7307
H: 2.2086 -3.4294 -3.7432
H: 5.7164 -2.3337 -4.4051
H: 4.0581 -2.3387 -5.0456
H: 5.0166 -3.8223 -5.0512
H: 4.4460 1.0198 -3.2436
H: 4.1407 1.6478 -4.8569
H: 4.1827 -0.0973 -4.6020
H: 2.3388 2.1097 -2.1182
H: 0.8650 2.2162 -3.1191
H: 2.3535 3.0141 -3.6261
H: 1.9056 -0.1946 -5.7110
H: 1.7749 1.5639 -5.8443
H: 0.5313 0.6598 -4.9781
C: -3.0357 0.5978 -3.4022
C: -2.9505 1.1979 -2.1539
C: -1.8994 0.8653 -1.3244
N: -0.9486 -0.0158 -1.6944
C: -1.0269 -0.5905 -2.9106
C: -2.0578 -0.3116 -3.7846
H: -3.8498 0.8400 -4.0728
H: -3.6807 1.9217 -1.8190
H: -1.7865 1.3169 -0.3481
H: -0.2233 -1.2624 -3.1755
H: -2.0817 -0.7944 -4.7516
O: 1.0497 -0.8506 1.5059
C: 0.2481 0.1012 1.8427
O: -0.0060 0.9308 0.9119
C: -0.4345 0.1111 3.1637
C: -1.6336 1.0447 3.1948
Ge: -1.2676 2.9804 3.4642
C: -2.4614 3.8439 2.1728
C: -2.2180 5.1129 1.6476
C: -3.1052 5.7073 0.7615
C: -4.2686 5.0466 0.3939
C: -4.5418 3.7918 0.9208
C: -3.6441 3.1997 1.8000
C: -1.6534 3.4266 5.3145
C: -2.7532 2.8556 5.9548
C: -3.0788 3.1957 7.2583
C: -2.3071 4.1247 7.9426
C: -1.2184 4.7132 7.3148
C: -0.8975 4.3680 6.0100
C: 0.6145 3.3518 3.0953
C: 1.0287 3.9425 1.9006
C: 2.3589 4.2769 1.6936
C: 3.3080 3.9934 2.6675
C: 2.9209 3.3696 3.8447
C: 1.5831 3.0614 4.0564
H: 0.3361 0.3364 3.9120
H: -0.6926 -0.9356 3.3616
H: -2.3008 0.7249 3.9988
H: -2.1951 0.9494 2.2657
H: -1.3242 5.6559 1.9344
H: -2.8961 6.6943 0.3692
H: -4.9693 5.5169 -0.2840
H: -5.4659 3.2864 0.6666
H: -3.8972 2.2307 2.2168
H: -3.3825 2.1371 5.4376
H: -3.9365 2.7426 7.7390
H: -2.5577 4.3940 8.9605
H: -0.6205 5.4468 7.8401
H: -0.0502 4.8503 5.5363
H: 0.2991 4.1816 1.1341
H: 2.6534 4.7768 0.7785
H: 4.3435 4.2721 2.5170
H: 3.6532 3.1507 4.6118
H: 1.2940 2.6157 5.0029

Properties
Expectation value of S²: 0.7553
2S+1: 2
Net charge: +2
Maximum force in eV/A: 1.25
Total energy in a.u.: -7593.60201
HOMO-LUMO gap (spin up / spin down) in hartree: 0.229 / 0.189
E_HOMO (spin up / spin down) in eV: -12.7 / -12.7

The following is a DFT calculation (ωB97M-V with the def2-TZVPD basis set) of the molecule C3H3OP.

Geometry (Å):
C: 1.4564 1.0414 0.5234
C: 0.4824 1.4583 -0.0130
C: -0.7385 -1.3670 -0.2650
O: -0.8276 1.3647 -0.3663
P: -1.7505 -0.0582 -0.3303
H: 0.3265 -1.6560 -0.1370
H: 2.3910 1.4317 0.9267
H: -1.3397 -2.2150 -0.3384

Properties
Relative energy (zero: lowest compared OMol25 entry of this formula, charge and spin) in kJ/mol: 308.4
SMILES: C#COP=C
Maximum force in eV/A: 6.37
Total energy in a.u.: -532.56477
HOMO-LUMO gap in hartree: 0.362
E_HOMO in eV: -9.6

The following is a DFT calculation (ωB97M-V with the def2-TZVPD basis set) of a cluster of 6 separate species, C18H48FO23P5 in total.

Geometry (Å):
C: 2.2966 -1.9693 -1.0062
C: 2.7862 -1.8395 0.4028
O: 1.5296 -1.6387 1.0153
C: 0.5365 -1.2747 0.0866
O: -0.6397 -0.9146 0.3200
O: 1.1119 -1.2614 -1.0909
F: 3.5838 -0.7690 0.4711
H: 2.2036 -3.0436 -1.1655
H: 3.0022 -1.6821 -1.7858
H: 3.4141 -2.6955 0.6501
C: -2.0086 -1.7369 10.4424
O: -0.8502 -1.0343 10.6563
P: 0.3788 -0.8578 9.4920
O: 0.9211 -2.1589 8.9233
O: 1.4573 0.1445 10.1948
C: 2.7627 -0.3633 10.3778
O: -0.2444 0.2051 8.4206
C: -0.0472 0.0128 7.0118
H: -2.8433 -1.0371 10.4032
H: -2.2607 -2.2821 11.3520
H: -1.9074 -2.3535 9.5493
H: 2.6561 -1.4316 10.5665
H: 3.2950 -0.0446 11.2740
H: 3.2883 -0.1397 9.4494
H: 0.5757 0.7744 6.5427
H: -0.9827 -0.0320 6.4541
H: 0.4763 -0.9135 6.7751
C: 3.8161 -2.8861 -10.6698
O: 2.5429 -3.1732 -10.1742
P: 1.7784 -2.1382 -9.1937
O: 2.4487 -1.9702 -7.8806
O: 1.5109 -0.8185 -10.0890
C: 0.6750 -0.8892 -11.2064
O: 0.3433 -2.9075 -9.1643
C: 0.0574 -3.8580 -8.1570
H: 4.4230 -3.7882 -10.7475
H: 4.2971 -2.3346 -9.8620
H: 3.8317 -2.2093 -11.5241
H: 0.5882 -1.9498 -11.4423
H: 0.9733 -0.3667 -12.1154
H: -0.2684 -0.5657 -10.7667
H: -0.8705 -3.5065 -7.7057
H: 0.8992 -4.0347 -7.4875
H: 0.0186 -4.8550 -8.5959
C: -8.3330 6.0850 3.2190
O: -7.2468 6.0362 2.3540
P: -7.4540 5.4185 0.8659
O: -7.7231 3.9538 0.7945
O: -8.5403 6.3996 0.1194
C: -8.5700 6.4287 -1.2907
O: -6.0006 5.7005 0.2702
C: -4.9026 5.1801 0.8034
H: -8.2758 5.6508 4.2172
H: -9.0249 5.3516 2.8048
H: -8.7306 7.0998 3.2073
H: -8.5793 7.4793 -1.5809
H: -9.6006 6.1381 -1.4943
H: -7.8864 5.8138 -1.8762
H: -4.2193 5.9941 1.0456
H: -4.5535 4.4400 0.0832
H: -5.0357 4.7679 1.8037
C: 5.7532 4.9621 -3.9690
O: 4.8895 6.0914 -3.6013
P: 4.1038 6.0258 -2.2214
O: 3.3078 4.7894 -2.0504
O: 5.2457 6.2017 -1.0313
C: 5.9023 5.2469 -0.3099
O: 3.2569 7.3548 -2.1839
C: 2.3855 7.6350 -1.0789
H: 5.6047 4.0599 -3.3757
H: 6.8184 5.1349 -3.8157
H: 5.4326 4.6914 -4.9751
H: 5.5749 5.5259 0.6917
H: 6.9535 5.3574 -0.5760
H: 5.5562 4.2393 -0.5404
H: 2.4748 8.6514 -0.6955
H: 2.6684 6.9854 -0.2505
H: 1.3388 7.4238 -1.2974
C: 1.2905 -6.4792 3.4082
O: 0.2057 -6.7178 2.5957
P: 0.2266 -7.6038 1.2640
O: 1.5298 -7.7523 0.6274
O: -0.1457 -9.0656 1.9240
C: -1.3977 -9.3616 2.4950
O: -1.0103 -7.2013 0.3025
C: -0.9900 -6.3926 -0.8235
H: 0.8334 -6.2848 4.3784
H: 1.6230 -5.5177 3.0170
H: 2.1912 -7.0893 3.4761
H: -2.0511 -9.9530 1.8537
H: -2.0451 -8.4957 2.6332
H: -1.3527 -9.5862 3.5607
H: -1.5849 -6.7859 -1.6478
H: -0.0745 -6.0582 -1.3115
H: -1.3957 -5.3810 -0.8191

Properties
Relative energy (zero: lowest compared OMol25 entry of this formula, charge and spin) in kJ/mol: 587.2
SMILES: O=C1OC[C@@H](F)O1.COP(=O)(OC)OC.COP(=O)(OC)OC.COP(=O)(OC)OC.COP(=O)(OC)OC.COP(=O)(OC)OC
Maximum force in eV/A: 5.81
Total energy in a.u.: -4252.05426
HOMO-LUMO gap in hartree: 0.392
E_HOMO in eV: -10.3

The following is a DFT calculation (ωB97M-V with the def2-TZVPD basis set) of the molecule C8H8N2O.

Geometry (Å):
C: -0.1427 -2.6003 1.0786
C: 0.5720 -1.5438 1.5863
C: -1.1042 -2.0731 0.1711
C: 0.1000 -0.3471 0.9365
C: 0.5129 0.8790 1.3234
C: -1.5397 0.2011 -0.6676
C: 1.2131 2.8187 -1.4080
C: 0.5730 2.7358 -0.0380
N: 0.1989 2.1639 0.9407
N: -0.9199 -0.7577 0.0463
O: 0.4816 3.8583 -0.7208
H: -0.3997 -3.6387 1.3389
H: 1.3445 -1.4542 2.3150
H: -1.9498 -2.6536 -0.1942
H: 1.0953 0.8824 2.3254
H: -2.3671 -0.1200 -1.2896
H: -1.2684 1.1874 -0.5510
H: 2.3022 2.8453 -1.6419
H: 0.6122 2.5100 -2.1826

Properties
Relative energy (zero: lowest compared OMol25 entry of this formula, charge and spin) in kJ/mol: 140.4
Expectation value of S²: 2.0313
2S+1: 3
Maximum force in eV/A: 5.93
Total energy in a.u.: -494.16556
HOMO-LUMO gap (spin up / spin down) in hartree: 0.250 / 0.307
E_HOMO (spin up / spin down) in eV: -5.8 / -8.7

The following is a DFT calculation (ωB97M-V with the def2-TZVPD basis set) of a cluster of 3 separate species, C3H12O3 in total.

Geometry (Å):
C: -2.1839 0.4717 0.4251
C: -0.7511 0.1114 0.5445
C: 0.0010 1.0693 -0.4320
O: -0.8021 -1.1328 -0.1991
H: -2.8468 -0.0239 1.2401
H: -2.6746 0.2021 -0.6092
H: -2.0968 1.5558 0.5384
H: -0.3035 -0.0347 1.4795
H: 0.0696 0.6855 -1.4620
H: 1.0104 0.9112 -0.2206
H: -0.2827 2.1480 -0.2408
H: -0.0185 -1.2650 -0.7956
H: 3.6337 1.5517 2.7009
H: 4.9796 1.1566 1.9670
O: 4.4296 1.8456 2.4704
H: -2.0746 -2.6891 -2.8567
H: -1.1246 -2.0901 -1.6353
O: -1.2109 -2.2156 -2.6878

Properties
Relative energy (zero: lowest compared OMol25 entry of this formula, charge and spin) in kJ/mol: 202.5
SMILES: CC(C)O.O.O
Maximum force in eV/A: 7.26
Total energy in a.u.: -347.13143
HOMO-LUMO gap in hartree: 0.410
E_HOMO in eV: -10.7

What is the maximum force in the second record?
6.37 eV/A